This record from the Open Molecules 2025 dataset describes C26H16BaBrCl5N3O3 as an isolated structure. The level of theory is ωB97M-V/def2-TZVPD.

Element x y z (Å)
Ba (-1.371, 2.288, 0.719)
C (3.093, 3.143, 0.352)
O (2.244, 2.034, 0.123)
C (2.845, 0.808, 0.010)
C (4.211, 0.606, 0.024)
C (4.694, -0.701, -0.048)
Br (6.575, -0.968, -0.010)
C (3.854, -1.777, -0.150)
C (2.467, -1.575, -0.191)
C (1.955, -0.284, -0.097)
O (0.653, 0.035, -0.110)
C (1.628, -2.771, -0.371)
N (2.016, -3.971, -0.023)
C (0.996, -4.807, -0.438)
C (0.873, -6.191, -0.321)
C (-0.267, -6.780, -0.826)
C (-1.274, -6.017, -1.443)
C (-1.173, -4.645, -1.562)
C (-0.021, -4.062, -1.049)
N (0.402, -2.754, -0.980)
H (3.689, 3.003, 1.259)
H (2.443, 4.006, 0.475)
H (3.760, 3.315, -0.497)
H (4.904, 1.428, 0.103)
H (4.226, -2.789, -0.206)
H (0.051, -0.681, 0.275)
H (1.651, -6.771, 0.156)
H (-0.399, -7.851, -0.740)
H (-2.157, -6.517, -1.820)
H (-1.960, -4.050, -2.001)
H (-0.051, -1.962, -1.407)
Cl (-2.676, 10.038, -0.683)
C (-2.430, 8.336, -0.546)
C (-1.143, 7.807, -0.560)
Cl (0.217, 8.857, -0.714)
C (-0.950, 6.440, -0.447)
Cl (0.641, 5.765, -0.454)
C (-2.026, 5.539, -0.312)
O (-1.838, 4.276, -0.181)
C (-3.321, 6.106, -0.296)
Cl (-4.648, 5.025, -0.105)
C (-3.517, 7.472, -0.412)
Cl (-5.116, 8.113, -0.389)
N (-2.541, 0.231, 0.091)
C (-2.277, -0.901, 0.653)
C (-3.043, -2.136, 0.455)
C (-2.757, -3.320, 1.058)
C (-1.667, -3.484, 1.942)
C (-0.903, -2.369, 2.201)
C (-1.167, -1.138, 1.600)
H (-3.909, -2.045, -0.196)
H (-3.391, -4.178, 0.853)
H (-1.452, -4.439, 2.399)
H (-0.069, -2.445, 2.895)
H (-0.571, -0.289, 1.943)

HOMO level, eV: -2.7
Multiplicity: 1
Kohn-Sham gap, eV: 4.25
LUMO, hartree: 0.058
Net charge: -1

Results of the Löwdin charge analysis, in e, for atoms 1 through 6: number 1, Ba, carries 1.819; number 2, C, carries -0.081; number 3, O, carries -0.101; number 4, C, carries -0.195; number 5, C, carries -0.071; number 6, C, carries -0.682

=====

This record from the Open Molecules 2025 dataset describes C26H16Br3Cl3MgN3O2Si as an isolated structure. The level of theory is ωB97M-V/def2-TZVPD.

Element x y z (Å)
Mg (-0.297, 0.325, 0.130)
Br (-5.735, 5.019, -0.667)
C (-4.591, 3.505, -0.479)
C (-4.935, 2.503, 0.436)
C (-4.135, 1.401, 0.565)
C (-2.915, 1.251, -0.160)
O (-2.194, 0.196, -0.011)
C (-2.592, 2.312, -1.078)
C (-1.432, 2.223, -1.908)
N (-0.500, 1.369, -1.687)
C (0.520, 1.055, -2.568)
C (1.153, 1.896, -3.452)
C (2.185, 1.420, -4.281)
C (2.574, 0.109, -4.247)
C (1.949, -0.789, -3.353)
C (2.298, -2.152, -3.245)
C (1.669, -2.934, -2.317)
C (0.688, -2.356, -1.490)
N (0.322, -1.104, -1.576)
C (0.932, -0.313, -2.495)
C (-3.460, 3.407, -1.234)
H (-5.827, 2.611, 1.038)
H (-4.381, 0.622, 1.274)
H (-1.413, 2.844, -2.811)
H (0.884, 2.944, -3.493)
H (2.682, 2.109, -4.951)
H (3.374, -0.246, -4.886)
H (3.059, -2.565, -3.897)
H (1.925, -3.979, -2.200)
H (0.198, -2.953, -0.726)
H (-3.210, 4.184, -1.947)
C (-2.190, -2.142, 1.899)
C (-0.736, -2.110, 2.259)
C (-0.250, -2.904, 3.319)
C (1.071, -2.859, 3.663)
C (1.951, -2.009, 2.963)
C (3.328, -1.871, 3.229)
Br (4.143, -2.895, 4.616)
C (4.111, -1.018, 2.496)
C (3.546, -0.273, 1.468)
Br (4.638, 0.897, 0.450)
C (2.189, -0.334, 1.116)
O (1.666, 0.340, 0.168)
C (1.387, -1.242, 1.911)
N (0.069, -1.318, 1.580)
H (-2.696, -2.977, 2.382)
H (-2.314, -2.200, 0.820)
H (-2.651, -1.207, 2.222)
H (-0.932, -3.548, 3.858)
H (1.447, -3.475, 4.469)
H (5.166, -0.921, 2.712)
Cl (1.317, 2.318, 3.185)
Si (-0.371, 2.092, 1.937)
Cl (-0.871, 4.122, 1.566)
Cl (-1.811, 1.621, 3.430)

HOMO level, eV: -4.6
Multiplicity: 1
Kohn-Sham gap, eV: 6.39
LUMO, hartree: 0.066
Net charge: -1

Results of the Löwdin charge analysis, in e, for atoms 1 through 6: number 1, Mg, carries 0.337; number 2, Br, carries 0.668; number 3, C, carries -0.699; number 4, C, carries -0.123; number 5, C, carries -0.015; number 6, C, carries -0.378

=====

This record from the Open Molecules 2025 dataset describes C26H17ClFMnN3S2 as an isolated structure. The level of theory is ωB97M-V/def2-TZVPD.

Element x y z (Å)
Mn (0.020, -0.015, 0.383)
S (2.363, 0.069, 0.349)
C (2.724, 0.615, 1.966)
C (4.037, 0.969, 2.218)
C (4.476, 1.378, 3.481)
C (5.807, 1.734, 3.677)
N (6.920, 2.031, 3.808)
C (3.525, 1.421, 4.549)
C (2.197, 1.067, 4.284)
C (1.772, 0.674, 3.027)
S (0.092, 0.246, 2.824)
C (3.906, 1.807, 5.830)
N (4.201, 2.129, 6.903)
H (4.742, 0.917, 1.399)
H (1.480, 1.100, 5.093)
C (0.128, 4.836, -0.133)
C (0.834, 4.028, -1.034)
C (0.677, 2.668, -1.006)
N (-0.140, 2.016, -0.134)
C (-0.836, 2.812, 0.723)
C (-0.731, 4.176, 0.757)
H (0.242, 5.911, -0.121)
H (1.507, 4.472, -1.756)
H (1.220, 2.036, -1.702)
H (-1.500, 2.294, 1.408)
H (-1.313, 4.736, 1.476)
Cl (-2.704, -4.506, -4.360)
C (-2.586, -3.268, -3.137)
C (-2.231, -1.975, -3.498)
C (-2.115, -1.014, -2.520)
C (-2.347, -1.294, -1.157)
C (-2.121, -0.296, -0.137)
C (-2.757, -2.609, -0.851)
C (-2.849, -3.587, -1.815)
H (-2.040, -1.734, -4.536)
H (-1.803, -0.015, -2.798)
H (-2.643, -0.538, 0.799)
H (-2.409, 0.705, -0.483)
H (-2.957, -2.861, 0.180)
H (-3.112, -4.602, -1.543)
F (0.645, -6.136, -0.267)
C (0.454, -4.782, -0.114)
C (0.699, -3.942, -1.181)
C (0.534, -2.578, -1.002)
C (0.121, -2.020, 0.219)
C (-0.136, -2.931, 1.252)
C (0.017, -4.299, 1.100)
H (1.013, -4.359, -2.130)
H (0.730, -1.922, -1.851)
H (-0.471, -2.557, 2.213)
H (-0.197, -4.987, 1.905)

HOMO level (alpha / beta), eV: -1.2 / -0.9
<S²>: 0.957
Multiplicity: 2
Kohn-Sham gap (alpha / beta), eV: 5.52 / 5.29
LUMO (alpha / beta), hartree: 0.161 / 0.161
Net charge: -2

Results of the Löwdin charge analysis, in e, for atoms 1 through 6: number 1, Mn, carries 0.101; number 2, S, carries 0.647; number 3, C, carries -0.661; number 4, C, carries -0.099; number 5, C, carries -0.218; number 6, C, carries -0.229

=====

The calculation returns the following F_max values, one per record and in order: 0.0665 0.0221 0.0413 Eh/bohr.